[1]
19
Properties=species:S:1:pos:R:3 method="wB97M-V/def2-TZVPD" spin_multiplicity=1 largest_force_ev_per_a=5.973 gap_ev=8.78 total_energy_ha=-410.89273 e_homo_ev=-12.89 charge=+1
C -1.85 1.06 -0.59
C -0.42 -0.90 0.22
N 0.64 -1.87 -1.54
N -0.16 -0.96 -1.10
N 0.95 1.05 1.28
N 2.30 -0.50 0.19
N 1.18 -0.24 0.92
N -1.37 0.16 0.55
H -3.00 1.00 -0.59
H -1.53 1.99 -0.51
H -1.38 0.68 -1.56
H -0.40 -1.71 0.88
H 0.83 -1.69 -2.61
H 1.26 1.22 2.18
H 1.28 1.84 0.66
H 2.45 -0.08 -0.74
H 2.67 -1.47 0.21
H -2.32 -0.35 0.87
H -1.14 0.79 1.26

[2]
8
Properties=species:S:1:pos:R:3 method="wB97M-V/def2-TZVPD" spin_multiplicity=1 largest_force_ev_per_a=3.453 gap_ev=9.61 total_energy_ha=-519.65960 e_homo_ev=-10.20 charge=0
C -0.25 -0.25 -0.14
C 0.77 0.74 -0.36
F 0.36 -2.03 0.65
P -1.87 -0.29 0.15
H 1.21 0.63 -1.35
H 1.21 0.99 0.59
H 0.20 1.66 -0.39
H -1.63 -1.44 0.85

[3]
96
Properties=species:S:1:pos:R:3 method="wB97M-V/def2-TZVPD" spin_multiplicity=5 largest_force_ev_per_a=0.945 gap_ev="5.84 / 4.48" total_energy_ha=-3137.52984 e_homo_ev="-12.17 / -12.19" charge=+2
Rh 0.26 1.71 0.93
C -0.38 4.41 2.95
Si -0.45 3.89 1.19
C 1.09 4.40 0.27
C 1.04 5.71 -0.22
C 2.16 6.35 -0.71
C 3.37 5.68 -0.71
C 3.45 4.37 -0.29
C 2.31 3.69 0.15
P 2.82 1.82 0.58
C 3.90 1.50 -0.84
C 5.04 0.72 -0.62
C 5.86 0.37 -1.69
C 5.54 0.77 -2.97
C 4.40 1.54 -3.20
C 3.59 1.91 -2.14
C 2.40 0.08 0.90
C 2.06 -0.89 -0.19
C 2.14 -2.43 0.10
C 1.94 -2.89 1.57
C 1.50 -1.80 2.57
C 1.48 -0.36 2.02
C -2.20 3.99 0.58
C -3.02 5.12 0.69
C -4.38 5.03 0.47
C -4.97 3.81 0.17
C -4.19 2.67 0.04
C -2.81 2.77 0.22
P -1.67 1.44 -0.21
C -1.35 1.67 -1.97
C -0.05 1.53 -2.47
C 0.20 1.71 -3.82
C -0.84 2.04 -4.69
C -2.13 2.19 -4.19
C -2.38 2.01 -2.84
C -2.30 -0.24 0.05
C -2.21 -0.96 1.41
C -2.80 -2.34 1.37
C -3.36 -2.88 0.27
C -3.42 -2.16 -0.94
C -2.89 -0.86 -1.02
H -0.50 5.50 3.00
H 0.58 4.17 3.42
H -1.19 3.97 3.53
H 0.10 6.26 -0.18
H 2.10 7.38 -1.06
H 4.27 6.18 -1.05
H 4.41 3.87 -0.32
H 5.30 0.41 0.38
H 6.75 -0.21 -1.51
H 6.17 0.50 -3.80
H 4.15 1.86 -4.20
H 2.72 2.53 -2.32
H 2.44 -0.62 -1.18
H 2.85 -3.01 -0.48
H 2.63 -3.63 1.96
H 1.96 -1.86 3.55
H 1.41 0.35 2.84
H -2.59 6.07 0.99
H -5.00 5.92 0.56
H -6.04 3.74 0.03
H -4.64 1.72 -0.20
H 0.77 1.28 -1.81
H 1.21 1.60 -4.20
H -0.64 2.19 -5.74
H -2.94 2.46 -4.86
H -3.39 2.16 -2.47
H -2.82 -0.36 2.11
H -2.74 -2.91 2.29
H -3.76 -3.89 0.32
H -3.88 -2.60 -1.82
H -2.94 -0.35 -1.97
N -0.11 -5.49 0.36
C -0.69 -6.66 0.84
C -0.93 -7.90 0.25
C -1.55 -8.84 1.05
C -1.92 -8.56 2.38
C -1.67 -7.33 2.95
C -1.05 -6.37 2.16
N -0.69 -5.05 2.47
C -0.14 -4.59 1.39
C 0.42 -3.22 1.30
C 0.59 -2.56 -0.08
C 0.52 -1.02 -0.08
N 0.21 -0.34 1.23
C -0.79 -1.01 2.07
C -0.01 -2.28 2.44
H 0.28 -5.36 -0.55
H -0.65 -8.12 -0.77
H -1.76 -9.82 0.64
H -2.40 -9.34 2.96
H -1.95 -7.11 3.97
H 0.11 -3.01 -0.95
H -0.06 -0.59 -0.88
H -0.83 -0.43 3.00
H -0.41 -2.82 3.29

[4]
16
Properties=species:S:1:pos:R:3 method="wB97M-V/def2-TZVPD" spin_multiplicity=1 largest_force_ev_per_a=2.133 gap_ev=8.43 total_energy_ha=-430.39125 e_homo_ev=-7.88 charge=0
C 0.28 0.77 1.29
C 1.59 0.14 -0.73
C 0.71 -0.46 -1.53
C -1.43 -0.54 -0.21
H 1.09 1.75 2.70
H 2.25 1.15 0.84
H 2.62 0.22 -1.04
H 1.10 -0.97 -2.40
H -1.09 -1.37 -2.04
H -2.96 -1.35 -0.94
H -1.63 0.24 1.62
N 0.27 1.24 2.50
N 1.40 0.75 0.48
N -0.67 -0.74 -1.35
N -2.61 -0.98 -0.07
N -0.91 0.15 0.89

[5]
19
Properties=species:S:1:pos:R:3 method="wB97M-V/def2-TZVPD" spin_multiplicity=1 largest_force_ev_per_a=3.961 gap_ev=9.83 total_energy_ha=-510.03867 e_homo_ev=-12.87 charge=+1
C -2.17 0.23 -0.43
C -0.88 0.65 -0.60
C 1.83 -0.50 0.48
N -0.36 1.59 0.36
N 0.85 -1.46 0.85
N 2.83 -1.02 -0.34
O -3.02 0.79 0.54
O -0.06 0.10 -1.54
O 1.87 0.65 0.95
H -2.61 -0.52 -1.05
H 0.24 2.43 -0.03
H -3.99 0.43 0.46
H 0.31 -1.29 1.69
H 0.95 -2.40 0.63
H 2.52 -1.86 -0.90
H -1.29 1.93 0.77
H 3.31 -0.28 -0.90
H -0.70 -0.52 -1.93
H 0.38 1.03 0.96

[6]
12
Properties=species:S:1:pos:R:3 method="wB97M-V/def2-TZVPD" spin_multiplicity=1 largest_force_ev_per_a=0.294 gap_ev="7.24 / 7.24" total_energy_ha=-269.13466 e_homo_ev="-7.50 / -7.50" charge=0
C 0.05 1.52 -0.88
C -0.49 0.49 -1.47
C -0.68 -0.69 -0.58
C 0.63 -0.99 0.22
C -0.02 -0.08 1.22
O -1.24 -0.24 0.80
H 0.40 2.47 -1.25
H -1.32 -1.52 -0.91
H 0.64 -2.02 0.60
H 1.58 -0.71 -0.22
H 0.27 1.40 0.29
H 0.20 0.37 2.18

Copy entry 3 word for word.
96
Properties=species:S:1:pos:R:3 method="wB97M-V/def2-TZVPD" spin_multiplicity=5 largest_force_ev_per_a=0.945 gap_ev="5.84 / 4.48" total_energy_ha=-3137.52984 e_homo_ev="-12.17 / -12.19" charge=+2
Rh 0.26 1.71 0.93
C -0.38 4.41 2.95
Si -0.45 3.89 1.19
C 1.09 4.40 0.27
C 1.04 5.71 -0.22
C 2.16 6.35 -0.71
C 3.37 5.68 -0.71
C 3.45 4.37 -0.29
C 2.31 3.69 0.15
P 2.82 1.82 0.58
C 3.90 1.50 -0.84
C 5.04 0.72 -0.62
C 5.86 0.37 -1.69
C 5.54 0.77 -2.97
C 4.40 1.54 -3.20
C 3.59 1.91 -2.14
C 2.40 0.08 0.90
C 2.06 -0.89 -0.19
C 2.14 -2.43 0.10
C 1.94 -2.89 1.57
C 1.50 -1.80 2.57
C 1.48 -0.36 2.02
C -2.20 3.99 0.58
C -3.02 5.12 0.69
C -4.38 5.03 0.47
C -4.97 3.81 0.17
C -4.19 2.67 0.04
C -2.81 2.77 0.22
P -1.67 1.44 -0.21
C -1.35 1.67 -1.97
C -0.05 1.53 -2.47
C 0.20 1.71 -3.82
C -0.84 2.04 -4.69
C -2.13 2.19 -4.19
C -2.38 2.01 -2.84
C -2.30 -0.24 0.05
C -2.21 -0.96 1.41
C -2.80 -2.34 1.37
C -3.36 -2.88 0.27
C -3.42 -2.16 -0.94
C -2.89 -0.86 -1.02
H -0.50 5.50 3.00
H 0.58 4.17 3.42
H -1.19 3.97 3.53
H 0.10 6.26 -0.18
H 2.10 7.38 -1.06
H 4.27 6.18 -1.05
H 4.41 3.87 -0.32
H 5.30 0.41 0.38
H 6.75 -0.21 -1.51
H 6.17 0.50 -3.80
H 4.15 1.86 -4.20
H 2.72 2.53 -2.32
H 2.44 -0.62 -1.18
H 2.85 -3.01 -0.48
H 2.63 -3.63 1.96
H 1.96 -1.86 3.55
H 1.41 0.35 2.84
H -2.59 6.07 0.99
H -5.00 5.92 0.56
H -6.04 3.74 0.03
H -4.64 1.72 -0.20
H 0.77 1.28 -1.81
H 1.21 1.60 -4.20
H -0.64 2.19 -5.74
H -2.94 2.46 -4.86
H -3.39 2.16 -2.47
H -2.82 -0.36 2.11
H -2.74 -2.91 2.29
H -3.76 -3.89 0.32
H -3.88 -2.60 -1.82
H -2.94 -0.35 -1.97
N -0.11 -5.49 0.36
C -0.69 -6.66 0.84
C -0.93 -7.90 0.25
C -1.55 -8.84 1.05
C -1.92 -8.56 2.38
C -1.67 -7.33 2.95
C -1.05 -6.37 2.16
N -0.69 -5.05 2.47
C -0.14 -4.59 1.39
C 0.42 -3.22 1.30
C 0.59 -2.56 -0.08
C 0.52 -1.02 -0.08
N 0.21 -0.34 1.23
C -0.79 -1.01 2.07
C -0.01 -2.28 2.44
H 0.28 -5.36 -0.55
H -0.65 -8.12 -0.77
H -1.76 -9.82 0.64
H -2.40 -9.34 2.96
H -1.95 -7.11 3.97
H 0.11 -3.01 -0.95
H -0.06 -0.59 -0.88
H -0.83 -0.43 3.00
H -0.41 -2.82 3.29